Formula: C31H20CrN4OPSSe4
Source: OMol25
Level of theory: wB97M-V/def2-TZVPD

```
63
Properties=species:S:1:pos:R:3:forces:R:3:mulliken_charge:R:1
Cr 0.072127 0.042303 -0.084337 -1.475 0.546 0.737 0.133
O -0.578265 -0.071852 1.890194 -0.086 -0.251 0.020 -0.286
C -0.911619 -0.992318 1.173576 0.872 0.660 -0.838 0.734
C -1.471141 -2.310734 1.259750 -0.635 -0.964 0.123 -0.566
C -2.093407 -2.925401 2.348203 0.121 0.296 0.030 -0.546
C -2.499120 -4.241126 2.224076 -0.063 -0.142 0.058 -0.619
C -2.300996 -4.943940 1.038871 0.054 0.098 -0.108 -0.722
C -1.711512 -4.324208 -0.057025 -0.044 -0.108 0.076 -0.209
C -1.308252 -3.007021 0.058639 0.053 0.198 0.146 -0.204
P -0.558013 -1.926988 -1.208361 -0.426 0.051 0.323 2.959
C 0.736680 -2.995067 -1.914130 0.100 0.028 0.063 0.282
C 1.099967 -2.932273 -3.257938 0.029 0.044 0.090 -0.171
C 2.155124 -3.697018 -3.732969 0.055 0.087 -0.045 -1.031
C 2.869677 -4.512227 -2.867309 0.085 0.005 -0.024 -0.591
C 2.530005 -4.563153 -1.522556 0.043 0.014 0.047 -0.934
C 1.470184 -3.807956 -1.047443 -0.047 0.055 -0.066 -0.764
C -1.866300 -1.904173 -2.482667 0.094 0.033 -0.068 0.666
C -2.020644 -2.922944 -3.424134 -0.061 0.068 0.050 -0.389
C -3.042790 -2.854611 -4.357352 0.038 -0.093 -0.050 -0.790
C -3.929230 -1.786951 -4.348251 -0.044 0.053 0.020 -0.596
C -3.801629 -0.789833 -3.392934 -0.017 -0.031 -0.050 -0.749
C -2.772760 -0.847753 -2.465137 0.001 0.001 -0.013 -0.621
H -2.253993 -2.377692 3.267665 0.061 0.008 0.007 0.622
H -2.971871 -4.737760 3.061283 -0.004 0.027 0.005 0.425
H -2.613480 -5.977574 0.968610 -0.013 0.003 0.004 0.445
H -1.557451 -4.867691 -0.981222 -0.036 -0.002 -0.005 0.444
H 0.554176 -2.283543 -3.932287 0.021 -0.005 -0.042 0.654
H 2.428834 -3.642264 -4.779343 -0.003 -0.013 0.007 0.448
H 3.701319 -5.097948 -3.238512 -0.024 -0.012 0.001 0.451
H 3.097370 -5.184368 -0.841285 -0.014 -0.009 -0.005 0.449
H 1.205619 -3.842565 0.003007 0.047 -0.040 0.008 0.469
H -1.343361 -3.766988 -3.428671 -0.011 0.005 -0.058 0.413
H -3.140163 -3.634547 -5.101959 -0.032 -0.017 0.029 0.432
H -4.723471 -1.736497 -5.081812 0.007 -0.003 -0.007 0.404
H -4.492933 0.042427 -3.373113 -0.013 -0.012 0.005 0.459
H -2.669335 -0.069210 -1.720170 0.053 0.001 -0.025 -0.196
S 6.500871 -1.711571 -3.386339 -0.195 0.089 0.130 0.115
N 6.049355 -1.833082 -1.835417 0.202 -0.088 -0.113 -0.709
C 4.854509 -1.288620 -1.734216 -0.004 0.108 -0.389 0.858
C 4.058013 -1.231738 -0.533318 -0.603 0.256 -0.033 0.344
C 4.473152 -1.693131 0.710102 -0.086 -0.042 0.216 -0.666
C 3.580323 -1.640988 1.762626 0.315 -0.098 -0.251 -1.190
C 2.294808 -1.166869 1.546125 -0.319 0.002 0.204 -0.747
N 1.877374 -0.709812 0.367329 0.847 -0.183 -0.287 0.866
C 2.760937 -0.706065 -0.663797 0.454 -0.446 0.954 0.165
C 2.287373 -0.150430 -1.898143 -0.310 0.394 -1.016 -0.329
N 1.031847 0.362952 -1.882755 0.727 -0.290 -0.381 0.397
C 0.547966 0.883666 -3.006915 -0.313 0.152 -0.005 -0.336
C 1.256656 0.911077 -4.198458 0.365 -0.120 -0.022 -1.186
C 2.531291 0.375323 -4.236302 -0.225 0.108 -0.136 -0.490
C 3.063753 -0.159526 -3.072345 -0.363 0.019 0.562 0.275
C 4.361724 -0.778897 -2.979047 0.318 -0.204 0.253 0.594
N 5.196082 -0.959901 -3.981985 0.177 -0.040 -0.121 -0.702
H 5.475315 -2.082645 0.827510 0.000 -0.004 0.013 0.561
H 3.863009 -1.972060 2.751124 -0.037 0.017 0.020 0.465
H 1.573788 -1.149018 2.354160 0.040 0.145 -0.020 0.775
H -0.449571 1.301502 -2.942422 0.001 -0.046 0.112 0.520
H 0.804263 1.344716 -5.078110 -0.023 0.010 0.010 0.459
H 3.110879 0.352622 -5.149823 0.027 0.025 0.017 0.556
Se -1.577553 1.918041 -0.416736 -0.014 -0.329 -0.198 -0.466
Se 0.526143 2.521287 0.333859 0.210 0.038 0.130 -0.308
Se 0.298582 2.879975 2.713438 -0.632 0.663 -0.446 -0.213
Se 1.713226 1.493541 3.728803 0.755 -0.714 0.353 -0.511
```
Positions in Å, forces in eV/Å.

Calculated values
E_LUMO (spin up / spin down) = -0.044 / -0.045 hartree
net charge = 0
total energy = -350412.147 eV
<S²> = 0.839
frontier orbital gap (spin up / spin down) = 4.22 / 4.20 eV
multiplicity = 2